The following is a DFT calculation (the ωB97M-V functional and the def2-TZVPD basis) of a 8-piece molecular cluster, C22H58N2O8 overall.

```
! RIJCOSX wB97M-V def2-TZVPD def2/J DEFGRID3
* xyz 0 1
O -1.53 -0.12 -0.39
O 0.47 -2.37 -0.48
O -1.64 -0.31 2.47
O -2.74 2.41 -3.13
O -0.19 2.60 -2.18
O -2.65 -0.30 -3.27
O -4.05 1.81 2.83
O 2.93 4.45 2.62
N -0.40 -2.64 -1.55
N 3.25 3.18 1.99
C 0.40 -2.83 -2.78
C 1.52 -3.89 -2.78
C 2.23 1.12 1.10
C -4.40 2.81 3.79
C -3.77 3.16 -2.37
C -1.32 -3.75 -1.15
C -0.73 -1.29 2.94
C 5.61 3.28 2.69
C -0.61 -5.01 -0.62
C 1.22 3.44 0.72
C 4.50 1.14 2.05
C 0.96 -1.39 -3.13
C 3.94 2.37 4.32
C -1.35 -4.37 -3.64
C 3.25 0.27 1.88
C -4.04 -0.45 -3.29
C 4.28 2.49 2.76
C -0.52 -3.11 -4.00
C -2.14 -4.10 -2.48
C 1.96 2.52 1.74
C -2.32 -3.31 -0.05
C 1.05 2.30 3.02
H -4.35 2.54 4.83
H -3.36 3.53 -1.41
H 1.81 3.50 -0.23
H -0.01 2.36 2.67
H -1.13 -2.21 -4.07
H 0.23 -0.57 -2.97
H 2.06 -3.97 -1.87
H -1.81 -0.94 -0.88
H 1.20 1.31 3.51
H -2.53 0.66 -3.36
H 6.28 2.79 3.40
H 0.46 -1.37 -0.47
H -4.58 2.50 -2.12
H 1.14 4.48 1.08
H -0.02 -3.32 -4.95
H -0.67 -5.22 -3.55
H 2.25 -3.54 -3.51
H 1.21 0.69 1.03
H -0.78 -1.36 4.03
H 1.21 3.17 3.64
H -0.95 -2.26 2.49
H -1.81 -3.15 0.92
H 3.54 -0.61 1.33
H 3.25 1.57 4.58
H 6.03 3.05 1.72
H 4.77 2.15 4.95
H -3.10 1.75 2.73
H 0.19 2.96 0.56
H 4.94 1.41 1.10
H -4.58 0.04 -2.49
H -1.25 -5.89 -0.67
H -2.86 -3.30 -2.66
H 2.90 -0.03 2.88
H 0.37 2.89 -1.46
H -1.88 2.76 -2.80
H -2.00 0.58 -0.90
H 0.26 -1.05 2.63
H -4.19 -1.55 -3.12
H 0.31 2.13 -2.83
H -3.70 3.67 3.68
H 3.30 5.12 2.01
H 1.35 -1.39 -4.13
H 5.41 4.37 2.83
H 1.32 -4.89 -3.13
H -2.83 -2.40 -0.31
H 3.47 3.22 4.63
H -3.04 -4.11 0.11
H 5.19 0.54 2.61
H -0.33 -4.89 0.40
H -2.05 -4.73 -4.43
H 0.27 -5.27 -1.15
H 2.59 1.28 0.13
H -4.46 -0.13 -4.27
H -5.36 3.12 3.48
H -1.66 -0.15 1.52
H -4.18 4.04 -2.88
H 1.75 -1.03 -2.41
H -2.76 -4.94 -2.09
*
```

* structure (SMILES): CC1(C)CCCC(C)(C)N1O.CC1(C)CCCC(C)(C)N1O.CO.CO.CO.CO.O.O
* highest occupied orbital energy: -8.6 eV
* E: -43110.37669 eV
* ΔE to the lowest compared entry with this formula, charge and spin: 34.57 kcal per mole
* HOMO-LUMO gap: 8.94 eV
* strongest force on any atom: 0.0912 hartree/bohr